{
  "formula": "C40H39AlCl3GeN5O3",
  "method": "ωB97M-V/def2-TZVPD",
  "s2": 0.772,
  "homo_energy_ev": [-8.3715, -8.3712],
  "charge": 1,
  "gap_ev": [3.472, 2.429],
  "spin_multiplicity": 2,
  "e_lumo_ev": [-4.899, -5.942],
  "species": ["Al", "C", "O", "C", "C", "C", "C", "C", "C", "N", "N", "C", "C", "O", "C", "C", "C", "C", "C", "C", "C", "C", "H", "H", "H", "H", "H", "H", "H", "H", "H", "H", "H", "H", "H", "Cl", "Ge", "Cl", "Cl", "C", "C", "C", "C", "C", "C", "C", "C", "C", "C", "C", "C", "O", "H", "H", "H", "H", "H", "H", "H", "H", "H", "H", "H", "H", "H", "H", "H", "H", "H", "C", "C", "N", "C", "C", "C", "C", "C", "C", "C", "C", "N", "C", "N", "H", "H", "H", "H", "H", "H", "H", "H", "H"],
  "positions_angstrom": [[7.24643, -20.22446, -1.59494], [5.32107, -18.02784, -2.92570], [5.55080, -19.25570, -2.20174], [4.40420, -19.94997, -1.89707], [3.09973, -19.54642, -2.24076], [2.04517, -20.46535, -1.97136], [2.26701, -21.67685, -1.26419], [3.51940, -21.93745, -0.81947], [4.63093, -21.12268, -1.19737], [5.94858, -21.34705, -0.80534], [6.14013, -22.50609, -0.17190], [7.37837, -22.74928, 0.23800], [8.57113, -21.96883, 0.05131], [8.69392, -21.06034, -0.93198], [9.71701, -22.21227, 0.83137], [9.75517, -23.26851, 1.73158], [8.75290, -24.22213, 1.70274], [8.85516, -25.43261, 2.41521], [7.79498, -26.30684, 2.56432], [6.54800, -26.03500, 1.96182], [6.46280, -24.89448, 1.19699], [7.55032, -23.98053, 0.99955], [4.57255, -17.43761, -2.33507], [4.97888, -18.22762, -3.94437], [6.26332, -17.47520, -2.85023], [2.81763, -18.61592, -2.68259], [1.01853, -20.31752, -2.28470], [1.47502, -22.35838, -1.03043], [3.77295, -22.81502, -0.18582], [10.60007, -21.55405, 0.59835], [10.45677, -23.43333, 2.48317], [9.86104, -25.69572, 2.79758], [7.99207, -27.21947, 3.15221], [5.74627, -26.77165, 1.95098], [5.58636, -24.77970, 0.55054], [11.18693, -14.62862, -1.51278], [10.54299, -16.53912, -2.36979], [12.44153, -17.72384, -2.59768], [9.57229, -16.22956, -4.36419], [8.12194, -23.64145, -3.10537], [9.47630, -22.88542, -3.20882], [10.47518, -23.93788, -3.63320], [9.43575, -21.80117, -4.27992], [10.36770, -21.85609, -5.30294], [10.15075, -21.15220, -6.48845], [8.93290, -20.52297, -6.74301], [7.97491, -20.42520, -5.73717], [6.67352, -19.79670, -5.96759], [6.96717, -18.33151, -6.34670], [5.90321, -20.42975, -7.18901], [8.33088, -20.85332, -4.41888], [7.61231, -20.49149, -3.35766], [8.25286, -24.56568, -2.48103], [7.77986, -23.92730, -4.11092], [7.29242, -23.11002, -2.65805], [9.84399, -22.48352, -2.23303], [10.27539, -24.29442, -4.68000], [10.45376, -24.81723, -2.96443], [11.51892, -23.49955, -3.65011], [11.26604, -22.41833, -5.23479], [10.87391, -21.23108, -7.29425], [8.69533, -20.10640, -7.70891], [6.09110, -19.94500, -5.09146], [7.40244, -18.29291, -7.32462], [7.70516, -17.85412, -5.71092], [6.05641, -17.70536, -6.36359], [6.16876, -19.75735, -8.03771], [4.79995, -20.47313, -7.04443], [6.22772, -21.45853, -7.35261], [8.94686, -16.97326, 0.44929], [8.71090, -18.11706, -0.30829], [7.48523, -18.68964, -0.34827], [6.46620, -18.15702, 0.38889], [6.63801, -17.04297, 1.17927], [7.91825, -16.47235, 1.23434], [5.59718, -16.46596, 1.96520], [4.46341, -15.88678, 1.48519], [4.16820, -15.38267, 0.11437], [2.84341, -15.09154, -0.22220], [2.63676, -14.72783, -1.53527], [3.61640, -14.48788, -2.40705], [4.81604, -14.67068, -1.96421], [5.13531, -15.34911, -0.85043], [9.91449, -16.43104, 0.31231], [9.49577, -18.56419, -0.88132], [5.49889, -18.65603, 0.28709], [7.99530, -15.57992, 1.83675], [5.71302, -16.50471, 3.07036], [3.61936, -15.82545, 2.15823], [2.01264, -15.39548, 0.39763], [1.62069, -14.70946, -1.99688], [5.65021, -14.45323, -2.64539]],
  "mulliken_spin": [-0.0499, 0.0032, -0.0233, 0.0021, 0.0026, -0.0001, -0.0005, -0.0010, -0.0035, 0.0144, -0.0022, 0.0009, -0.0064, 0.0075, 0.0036, -0.0007, 0.0041, -0.0013, 0.0002, -0.0005, -0.0018, 0.0037, 0.0010, 0.0013, -0.0025, 0.0002, 0.0003, -0.0002, 0.0002, -0.0005, -0.0001, -0.0001, 0.0001, -0.0001, 0.0001, 0.0000, 0.0004, 0.0000, 0.0000, 0.0293, 0.0074, -0.0047, 0.1460, 0.0425, 0.1896, 0.0214, 0.0675, 0.0215, 0.0263, 0.0143, 0.2455, 0.2287, 0.0003, -0.0050, -0.0143, 0.0132, 0.0028, -0.0011, 0.0002, 0.0099, -0.0044, 0.0046, 0.0094, 0.0010, -0.0020, 0.0006, -0.0002, -0.0007, -0.0013, 0.0011, -0.0027, -0.0012, 0.0033, 0.0028, -0.0011, -0.0023, -0.0003, -0.0001, 0.0000, 0.0001, 0.0000, 0.0000, 0.0000, 0.0006, 0.0005, 0.0002, -0.0002, 0.0001, 0.0000, 0.0000, 0.0000, 0.0001]
}